Below is a single C2H3N3O2 molecule at a distorted geometry, with properties calculated with wB97M-V/def2-TZVPD.

Output
Spin multiplicity: 1
Structure (SMILES): O=C1NN1/C=N/O
Calculated total energy, eV: -10683.5615
Highest occupied orbital energy, eV: -9.39
Relative energy (zero: lowest compared OMol25 entry of this formula, charge and spin), kcal/mol: 112.9
Lowest unoccupied orbital energy, eV: 0.8

Last column: Mulliken charge in e.
Element x y z (Å)
O -3.353 -0.979 0.365  -0.438
C -2.614 -0.148 -0.005  0.632
N -2.206 1.147 0.024  -0.413
N -1.543 0.121 -0.838  -0.138
C -0.282 -0.417 -0.697  0.041
N 0.631 0.055 0.046  -0.372
O 1.845 -0.618 -0.033  -0.363
H -1.694 1.497 0.829  0.290
H -0.146 -1.279 -1.352  0.390
H 2.403 -0.166 0.616  0.371